Entry 1:
Below is a cluster of 2 separate species, C3H9N2O2S in total, with properties calculated with the ωB97M-V functional and the def2-TZVPD basis.

Charge = -1
2S+1 = 1
HOMO = -3.59 eV
LUMO = 3.779 eV
Energy above the lowest of the compared OMol25 structures with the same formula, charge and spin = 18.75 kJ/mol

Structure (XYZ):
```
17
Properties=species:S:1:pos:R:3:mulliken_charge:R:1
C 1.5011 -0.4247 1.5768 -0.39
N -1.8148 0.5382 -1.6596 -0.27
H 1.6632 0.3395 3.6389 0.29
H 0.1533 0.6853 2.7846 0.25
O -1.1639 1.7574 -3.4925 -0.64
H -2.7937 0.5465 -1.8944 0.20
H 1.9033 0.4810 1.0869 0.27
H 1.0765 -1.8681 3.9396 0.23
S 0.3018 -1.1191 0.4474 -0.72
O 0.3820 0.9529 -2.0892 -0.45
H -0.1941 -1.7803 2.7865 0.29
H 0.4009 0.2397 -1.4039 0.17
C 0.9119 -0.1039 2.9383 -0.63
H -1.5733 0.1729 -0.7584 0.10
H 2.3701 -1.1113 1.7412 0.23
N 0.2903 -1.2784 3.5693 -0.62
C -0.8978 1.1453 -2.4809 0.67
```

***

Entry 2:
Below is a structure of composition C3H9N2O2S, with properties calculated with the ωB97M-V functional and the def2-TZVPD basis.

Charge = +1
2S+1 = 1
HOMO (alpha / beta) = -13.27 / -13.16 eV
LUMO (alpha / beta) = -4.941 / -4.938 eV
Energy above the lowest of the compared OMol25 structures with the same formula, charge and spin = 650.68 kJ/mol

Structure (XYZ):
```
17
Properties=species:S:1:pos:R:3:mulliken_charge:R:1
H -3.8642 0.1133 -0.3609 0.40
C -2.1429 1.2034 0.6514 -0.79
O 0.6255 -0.1832 -0.3570 -0.62
S 2.5186 0.7769 -0.7842 0.25
H -1.3067 -0.4970 -1.5279 0.24
O 4.7615 0.4127 -0.0968 -0.64
C 2.1882 -1.4255 0.7683 -0.23
H 1.5235 -2.2260 1.1078 0.28
H -1.6204 1.9926 0.0743 0.33
H 3.2984 -1.6404 0.8795 0.30
N 1.8506 -0.5247 0.0159 0.33
H -2.7556 -1.0042 -1.9626 0.28
C -2.7983 0.3015 -0.2987 0.10
H -1.6384 0.5371 1.3526 0.29
H 4.6479 0.8192 0.7363 0.32
N -2.2787 -0.4019 -1.2868 -0.18
H -3.0090 1.7463 1.0887 0.34
```

***

Entry 3:
Below is the ion C3H9N2O2S with charge +1, with properties calculated with the ωB97M-V functional and the def2-TZVPD basis.

Charge = +1
SMILES = C/[NH+]=C(/N)S(C)(=O)=O
2S+1 = 1
HOMO = -15.48 eV
LUMO = -4.053 eV
Energy above the lowest of the compared OMol25 structures with the same formula, charge and spin = 183.35 kJ/mol

Structure (XYZ):
```
17
Properties=species:S:1:pos:R:3:mulliken_charge:R:1
H 0.5717 -1.5072 1.5419 0.32
S 0.3476 -0.0088 -1.4384 1.13
H 2.7226 -0.2896 -1.3838 0.39
H 2.0312 -1.1167 0.0385 0.33
C 1.9638 -0.2087 -0.5848 -0.94
H 1.1152 0.1950 1.8175 0.28
N -0.9751 0.0451 1.0516 -0.14
C 0.1656 -0.4616 1.8266 -0.83
H 2.0145 0.7381 -0.0081 0.37
H -1.7750 0.0046 1.6018 0.24
C -1.0497 0.3844 -0.2384 0.49
O 0.3565 1.1384 -2.2650 -0.60
O -0.1872 -1.2730 -1.8703 -0.55
H -3.0228 0.8864 -0.3715 0.27
N -2.1140 0.7520 -0.8671 -0.38
H -2.0678 1.3558 -1.7658 0.32
H -0.0971 -0.6343 2.9154 0.31
```